Record 1
The following is a quantum chemistry calculation of a 2-piece molecular cluster, C4H12NSe overall in a non-equilibrium geometry, from the Open Molecules 2025 dataset.

XYZ file:
```
18
C4H12NSe | the Open Molecules 2025 dataset | wB97M-V/def2-TZVPD
C 1.88705 -0.81491 0.84727
C 1.54414 0.78162 -0.91315
C -3.23123 0.15148 -0.27905
C -0.44585 -0.08494 0.31027
N 1.03012 0.20615 0.35178
Se -1.62886 1.20177 -0.52015
H 1.52203 -1.07410 1.76555
H 1.78323 -1.69599 0.12807
H 2.96151 -0.34145 1.03593
H 2.62097 0.83576 -0.97803
H 1.22365 0.16951 -1.72564
H 1.20051 1.72272 -1.08780
H -3.93874 0.72024 0.17679
H -3.65999 -0.15837 -1.23258
H -2.95957 -0.63575 0.50326
H -0.91604 -0.50716 1.23154
H -0.08234 -1.52065 -0.60407
H 1.08943 1.04408 0.98999
```

Its spin multiplicity is 3. Its net charge is +1. The calculation puts the energy above the lowest of the compared OMol25 structures with the same formula, charge and spin at 364.19 kJ/mol. The highest occupied orbital energy (spin up / spin down) is -10.0321 / -14.2017 eV.

=====

Record 2
The following is a quantum chemistry calculation of a 11-piece molecular cluster, H21O11 overall in a non-equilibrium geometry, from the Open Molecules 2025 dataset.

XYZ file:
```
32
H21O11 | the Open Molecules 2025 dataset | wB97M-V/def2-TZVPD
O 0.46047 0.30541 0.44212
H 0.01547 0.14441 -0.37888
O -2.65153 0.24341 -1.61188
H -2.47053 0.96241 -0.96688
H -2.86453 -0.49459 -0.96788
O -2.38453 -1.64659 0.48612
H -1.77753 -1.34459 1.17212
H -2.31853 -2.62459 0.58612
O 1.94847 -0.64559 -3.13988
H 2.57447 -0.61059 -2.41488
H 1.34547 -1.19659 -2.62788
O 1.72847 1.92041 -1.36688
H 1.04647 2.33741 -1.85488
H 1.23047 1.30841 -0.77788
O -0.57653 -1.51759 -1.87788
H -0.38253 -2.01459 -1.07888
H -1.42853 -1.09859 -1.92388
O -1.56653 2.15041 -0.00488
H -1.26853 3.03541 -0.17788
H -0.73253 1.66441 0.06112
O 1.93547 -1.87359 -0.06288
H 1.31447 -2.54359 0.11712
H 1.41947 -1.07159 0.13612
O 3.06547 0.80441 1.22412
H 2.12547 0.67141 1.11212
H 3.32747 0.84841 2.15512
O -0.30153 1.61741 2.45212
H 0.13847 1.16041 1.70312
H -1.14753 1.97541 2.19212
O -0.66553 -1.17459 2.44712
H -0.13853 -0.67959 1.77812
H -1.00053 -0.61259 3.16912
```

Its net charge is -1. The calculation puts the energy above the lowest of the compared OMol25 structures with the same formula, charge and spin at 89.87 kJ/mol. The highest occupied orbital energy is -6.9293 eV.

=====

Record 3
The following is a quantum chemistry calculation of C2H3NO2S in the gas phase in a non-equilibrium geometry, from the Open Molecules 2025 dataset.

XYZ file:
```
9
C2H3NO2S | the Open Molecules 2025 dataset | wB97M-V/def2-TZVPD
C -0.14562 0.77863 -0.06923
C -2.01814 -0.59182 0.04168
H 1.26962 -1.28103 -0.06831
H -0.84983 1.57417 -0.15210
H -2.43369 -1.64339 0.29870
N 1.12966 0.95360 0.08087
O -0.71396 -0.53565 -0.12895
O -2.73945 0.34205 0.03682
S 2.16976 -0.30606 0.01612
```

The calculation puts the energy above the lowest of the compared OMol25 structures with the same formula, charge and spin at 180.86 kJ/mol. The highest occupied orbital energy is -9.1881 eV. As for the SMILES: O=CO/C=N\S.

=====

Record 4
The following is a quantum chemistry calculation of a 10-piece molecular cluster, C3H26NO11 overall in a non-equilibrium geometry, from the Open Molecules 2025 dataset.

XYZ file:
```
41
C3H26NO11 | the Open Molecules 2025 dataset | wB97M-V/def2-TZVPD
O -0.63597 -0.33464 -1.16756
C 0.35426 -0.11278 -1.82018
O 0.85127 -0.94945 -2.72104
C 1.38391 1.04984 -1.77610
C 0.83562 2.03521 -2.82523
N 1.43560 1.69094 -0.41753
H 0.27738 -1.78983 -2.82199
H 2.34443 0.69537 -2.16747
H 1.16289 1.81388 -3.83386
H -0.25412 2.10247 -2.62375
H 0.90184 3.10638 -2.59885
H 1.44733 2.70595 -0.47647
H 2.28701 1.46356 0.15558
H 0.59772 1.35071 0.08735
H -4.23407 -0.36576 -0.73435
H -2.65504 -0.51404 -0.66390
O -3.51006 -0.84368 -0.33943
H -0.35995 -3.25356 -1.47146
H -1.36783 -2.36488 -2.06008
O -0.72138 -3.03375 -2.34143
H -0.92621 -0.19553 2.95533
H 0.69213 -0.24689 2.58274
O -0.13219 0.28208 2.67466
H 2.63077 -0.54782 0.80822
H 4.16845 -0.04847 0.81367
O 3.25293 0.21236 0.79086
H 1.85327 -2.33656 2.46348
H 0.92873 -2.04657 1.23377
O 1.53326 -1.64715 1.88969
H -3.25854 -0.11241 1.16926
H -3.58843 0.58634 2.51857
O -2.84817 0.35284 1.95520
H 0.54893 1.91254 2.17651
H 1.87086 2.27309 2.64959
O 1.27646 2.53258 1.93686
H -1.16490 2.72072 1.14802
H -1.90035 1.33063 1.00293
O -1.26974 1.96352 0.56754
H -1.22535 -1.66432 1.33407
H -1.36424 -3.24653 1.61109
O -0.87241 -2.55632 1.16195
```

Its net charge is +1. The calculation puts the energy above the lowest of the compared OMol25 structures with the same formula, charge and spin at 55.43 kJ/mol. The highest occupied orbital energy is -13.9428 eV.